{
  "formula": "C20H43N4O5",
  "method": "wB97M-V/def2-TZVPD",
  "homo_lumo_gap_ev": 5.0,
  "charge": 1,
  "energy_ha": -1382.67272,
  "e_lumo_ha": -0.1806,
  "e_homo_ev": -9.9,
  "species": ["C", "O", "C", "C", "C", "N", "C", "C", "C", "C", "N", "H", "H", "H", "H", "H", "H", "H", "H", "H", "H", "H", "H", "H", "C", "O", "C", "C", "N", "C", "C", "O", "C", "H", "H", "H", "H", "H", "H", "H", "H", "H", "H", "H", "H", "H", "H", "H", "C", "O", "C", "C", "N", "C", "C", "O", "C", "H", "H", "H", "H", "H", "H", "H", "H", "H", "H", "H", "H", "H", "H", "H"],
  "coordinates": [[-1.931, -1.020, 0.979], [-2.240, -0.957, -0.404], [-1.530, 0.025, -1.098], [-1.898, -0.077, -2.580], [-2.215, 1.264, -3.240], [-0.976, 1.909, -3.739], [-0.257, 2.690, -2.953], [0.933, 3.236, -3.405], [1.313, 2.926, -4.693], [0.471, 2.102, -5.446], [-0.648, 1.600, -4.985], [-0.929, -0.643, 1.194], [-2.646, -0.449, 1.572], [-1.972, -2.060, 1.291], [-1.766, 1.026, -0.703], [-0.449, -0.114, -0.967], [-1.056, -0.509, -3.124], [-2.734, -0.757, -2.714], [-2.674, 1.961, -2.544], [-2.855, 1.141, -4.106], [-0.631, 2.880, -1.958], [1.523, 3.864, -2.756], [2.227, 3.296, -5.134], [0.718, 1.844, -6.464], [-2.506, -4.450, 0.025], [-3.202, -4.493, 1.252], [-4.582, -4.833, 1.146], [-4.863, -6.209, 1.705], [-4.273, -7.250, 0.879], [-4.310, -8.594, 1.450], [-3.600, -8.846, 2.775], [-2.189, -8.783, 2.706], [-1.630, -7.490, 2.795], [-1.536, -3.997, 0.223], [-2.336, -5.446, -0.398], [-3.034, -3.835, -0.710], [-4.912, -4.761, 0.105], [-5.141, -4.098, 1.730], [-5.948, -6.354, 1.733], [-4.500, -6.226, 2.742], [-3.313, -7.008, 0.674], [-3.874, -9.270, 0.711], [-5.358, -8.886, 1.565], [-3.834, -9.870, 3.074], [-3.967, -8.193, 3.576], [-2.210, -6.844, 3.461], [-1.546, -7.010, 1.815], [-0.625, -7.596, 3.201], [5.437, 8.290, 0.498], [5.757, 7.059, -0.122], [6.512, 6.163, 0.685], [5.691, 4.955, 1.075], [4.618, 5.312, 1.991], [3.631, 4.267, 2.230], [2.838, 3.734, 1.042], [1.912, 4.657, 0.487], [2.459, 5.598, -0.415], [5.037, 8.946, -0.272], [4.684, 8.177, 1.287], [6.325, 8.759, 0.929], [6.900, 6.675, 1.570], [7.363, 5.826, 0.090], [6.345, 4.226, 1.564], [5.324, 4.498, 0.145], [4.149, 6.141, 1.651], [2.914, 4.654, 2.957], [4.135, 3.420, 2.705], [2.236, 2.897, 1.403], [3.491, 3.341, 0.253], [3.272, 5.165, -1.007], [2.824, 6.497, 0.085], [1.655, 5.906, -1.088]]
}